Record 1
Here is a molecular structure, C33H32FeN8S from the Open Molecules 2025 dataset. Energies are from ωB97M-V/def2-TZVPD.

Structure (XYZ):
```
75
Properties=species:S:1:pos:R:3:forces:R:3:lowdin_spin:R:1
Fe 0.114 -0.198 -0.386 -0.365 0.991 -0.840 3.584
C -3.810 -2.617 -0.131 -0.033 0.004 0.724 0.002
C -2.702 -1.995 -0.677 0.276 0.240 -0.122 0.005
N -1.759 -1.448 0.084 -0.193 -0.207 1.383 0.051
C -1.899 -1.540 1.440 -1.338 -0.671 -1.954 0.005
C -3.060 -2.150 1.956 1.068 0.598 0.390 0.002
N -3.986 -2.667 1.193 -0.563 -0.375 -0.887 0.001
C -0.820 -0.997 2.234 1.856 0.881 0.488 0.010
C -0.822 -1.047 3.622 0.184 0.173 -0.179 -0.002
C 0.249 -0.524 4.349 0.015 0.027 -0.883 0.007
C 1.298 0.058 3.634 -0.228 -0.142 -0.199 -0.002
C 1.276 0.078 2.246 -1.848 -0.913 0.464 0.011
N 0.225 -0.447 1.543 0.209 -0.539 2.913 0.020
C 2.356 0.628 1.460 1.325 0.711 -1.904 0.006
C 3.566 1.130 1.981 -1.091 -0.481 0.369 0.002
N 4.535 1.572 1.223 0.583 0.242 -0.843 0.002
C 4.360 1.536 -0.100 0.035 -0.012 0.685 0.003
C 3.179 1.074 -0.651 -0.377 -0.060 -0.129 0.007
N 2.177 0.632 0.105 0.375 0.031 1.368 0.053
C 0.286 -0.607 5.804 -0.007 -0.057 0.839 0.001
C -0.270 -1.700 6.472 0.116 0.275 -0.227 0.001
C -0.199 -1.737 7.853 -0.085 -0.113 -0.295 0.000
N 0.375 -0.785 8.559 0.063 -0.052 0.972 0.001
C 0.910 0.251 7.945 0.047 0.112 -0.276 0.000
C 0.891 0.391 6.569 -0.121 -0.177 -0.229 0.001
H -4.573 -3.078 -0.737 -0.049 0.004 -0.173 0.000
H -2.567 -1.925 -1.746 0.073 0.060 -0.146 0.000
H -3.249 -2.215 3.020 0.111 0.037 0.078 0.000
H -1.660 -1.477 4.143 -0.053 -0.034 0.075 0.000
H 2.144 0.462 4.163 0.071 0.006 0.077 0.000
H 3.757 1.169 3.045 -0.100 -0.057 0.076 0.000
H 5.184 1.878 -0.707 0.021 0.052 -0.159 0.000
H 3.027 1.060 -1.720 -0.099 -0.034 -0.128 0.001
H -0.722 -2.513 5.926 -0.057 -0.137 -0.045 0.000
H -0.611 -2.563 8.414 -0.072 -0.136 -0.002 0.000
H 1.373 0.994 8.577 0.050 0.152 0.025 0.000
H 1.313 1.268 6.106 0.062 0.133 -0.049 0.000
S -1.872 4.270 0.704 0.099 -0.580 -0.022 0.002
C -3.050 3.032 0.853 0.215 0.054 -0.012 0.001
C -2.476 1.815 0.671 -0.510 0.371 0.142 0.002
N -1.142 1.840 0.412 0.612 -0.447 -0.087 0.037
C -0.695 3.057 0.413 -0.134 0.480 0.103 0.001
H -4.077 3.269 1.047 -0.233 -0.017 0.058 0.000
H -2.991 0.874 0.705 -0.196 -0.157 -0.026 0.000
H 0.332 3.313 0.249 0.302 0.071 -0.128 0.000
C 0.335 -3.085 -2.336 0.084 0.124 0.123 0.020
C 1.219 -2.398 -3.376 0.002 0.098 0.154 0.013
C 2.517 -1.925 -2.718 -0.088 -0.076 0.001 0.012
C 0.531 -1.272 -4.108 -0.064 0.197 0.243 0.132
C 0.461 -1.322 -5.482 -0.024 -0.043 -0.154 -0.009
C -0.112 -0.305 -6.233 0.009 -0.007 0.141 0.156
C -0.643 0.800 -5.582 -0.026 0.039 -0.130 -0.010
C -0.608 0.916 -4.213 0.030 -0.173 0.245 0.131
C -1.197 2.140 -3.563 0.040 -0.059 0.075 0.013
C -2.351 1.781 -2.626 0.108 -0.010 -0.104 0.009
C -0.113 2.954 -2.854 -0.070 -0.015 -0.145 0.011
C -0.004 -0.124 -3.409 -0.063 -0.043 -2.055 0.069
N 0.061 -0.011 -2.122 0.067 -0.189 0.786 0.609
H 0.823 -3.988 -1.977 0.008 -0.129 0.076 0.001
H -0.627 -3.358 -2.764 -0.133 -0.046 0.035 0.001
H 0.170 -2.417 -1.476 -0.029 -0.345 -0.301 0.011
H 1.479 -3.148 -4.131 -0.014 0.072 0.046 0.001
H 2.286 -1.341 -1.820 0.133 -0.051 -0.162 0.005
H 3.091 -1.312 -3.410 0.116 0.069 0.018 0.000
H 3.123 -2.783 -2.434 0.107 -0.044 0.100 0.001
H 0.872 -2.182 -5.989 0.067 -0.139 -0.079 -0.003
H -0.144 -0.369 -7.307 -0.004 -0.038 -0.183 0.010
H -1.092 1.596 -6.160 -0.042 0.056 -0.063 -0.003
H -1.608 2.760 -4.367 0.054 -0.018 0.049 0.000
H -2.000 1.124 -1.829 -0.145 0.100 -0.168 0.002
H -3.138 1.274 -3.183 -0.123 -0.031 -0.006 0.000
H -2.764 2.688 -2.188 -0.126 0.079 0.114 0.001
H 0.319 2.376 -2.037 0.034 0.061 -0.075 0.002
H -0.540 3.871 -2.458 -0.013 0.201 0.092 0.001
H 0.672 3.215 -3.563 0.087 0.055 0.038 0.000
```
Forces are in eV/Å.

Calculated values
LUMO level (spin up / spin down), eV: -4.223 / -4.421
HOMO energy (spin up / spin down), eV: -9.28 / -10.22
Total energy, eV: -91877.88884
2S+1: 6
Net charge: +1

=====

Record 2
Here is a molecular structure, C33H32GeMoN3O8S from the Open Molecules 2025 dataset. Energies are from ωB97M-V/def2-TZVPD.

Structure (XYZ):
```
79
Properties=species:S:1:pos:R:3:forces:R:3:lowdin_charge:R:1
Mo -1.388 -1.191 -1.152 -1.617 0.121 -0.649 2.040
N -1.700 0.098 -3.130 0.001 0.075 0.357 0.008
C -2.418 1.342 -2.831 -0.106 0.282 0.070 -0.095
C -3.378 1.065 -1.696 0.294 0.685 -0.788 -0.480
O -4.289 1.787 -1.406 0.058 -0.282 0.084 0.154
N -3.060 -0.114 -1.027 0.084 -0.300 0.806 -0.102
C -4.035 -0.416 0.027 0.251 0.058 0.216 -0.055
C -3.508 -1.633 0.750 -1.599 0.808 0.352 -0.492
O -3.970 -2.171 1.696 0.333 -0.128 -0.239 0.209
O -2.385 -2.010 0.109 0.237 -1.901 1.040 -0.243
H -0.787 0.260 -3.568 -0.116 -0.013 0.103 0.082
H -2.248 -0.427 -3.809 0.085 -0.246 0.209 0.119
H -2.984 1.732 -3.679 0.103 -0.072 0.013 0.147
H -1.720 2.118 -2.508 0.033 -0.033 -0.003 0.136
H -5.031 -0.597 -0.390 0.111 0.025 0.025 0.159
H -4.111 0.417 0.731 -0.043 -0.031 0.004 0.146
C 2.092 -2.632 -2.933 -0.298 0.166 0.115 -0.071
S 1.547 -0.944 -2.796 0.714 0.199 -0.918 0.573
O 2.478 -0.190 -2.037 -0.184 -0.186 0.276 -0.221
O 1.084 -0.419 -4.054 0.064 -0.237 0.065 -0.282
O 0.207 -1.109 -1.965 2.348 0.603 -0.989 -0.583
H 3.159 -2.649 -2.739 0.053 0.093 -0.031 0.087
H 1.862 -3.007 -3.925 -0.024 0.032 -0.064 0.079
H 1.558 -3.196 -2.170 0.048 -0.091 0.035 0.067
O -0.205 -0.866 0.505 -0.806 0.902 -0.652 -0.130
C 0.464 -1.959 0.578 0.916 -0.465 0.486 -0.583
O 0.121 -2.873 -0.191 -0.522 0.077 -0.265 0.021
C 1.647 -2.005 1.504 -0.019 0.559 -0.028 -0.117
C 2.529 -0.729 1.381 -0.996 0.183 -0.100 -0.202
Ge 1.730 1.088 1.899 0.392 0.335 0.347 1.086
C 2.040 2.381 0.418 0.037 -0.434 0.502 -0.260
C 3.097 3.289 0.462 0.007 -0.114 0.096 -0.092
C 3.367 4.122 -0.612 0.082 0.035 0.014 -0.067
C 2.614 4.028 -1.770 -0.029 0.006 -0.085 -0.076
C 1.557 3.134 -1.832 -0.032 -0.038 0.018 -0.090
C 1.262 2.344 -0.731 -0.183 -0.126 -0.171 -0.161
C -0.147 1.350 2.517 0.495 -0.450 -0.518 -0.275
C -0.624 0.670 3.634 0.047 -0.025 -0.020 -0.105
C -1.898 0.918 4.122 0.017 -0.072 0.051 -0.077
C -2.706 1.862 3.508 -0.074 0.002 -0.096 -0.088
C -2.244 2.543 2.391 -0.034 0.030 -0.043 -0.090
C -0.975 2.277 1.890 0.065 0.097 0.017 -0.116
C 2.767 1.609 3.499 -0.253 -0.201 -0.475 -0.280
C 2.909 2.948 3.852 -0.040 -0.062 -0.001 -0.117
C 3.591 3.303 5.006 -0.034 0.087 -0.030 -0.075
C 4.111 2.321 5.835 0.021 -0.025 0.042 -0.080
C 3.945 0.983 5.511 0.010 -0.055 0.042 -0.081
C 3.280 0.632 4.346 0.008 0.064 -0.024 -0.121
H 2.205 -2.910 1.264 -0.012 -0.031 0.107 0.128
H 1.277 -2.069 2.531 -0.112 -0.222 -0.046 0.128
H 2.859 -0.627 0.347 0.083 0.094 0.009 0.047
H 3.413 -0.860 2.002 -0.017 0.060 0.004 0.061
H 3.717 3.337 1.347 0.078 0.032 -0.024 0.091
H 4.178 4.833 -0.552 0.058 0.008 -0.001 0.109
H 2.849 4.642 -2.628 0.017 0.060 -0.012 0.108
H 0.999 3.041 -2.756 -0.128 0.026 0.027 0.098
H 0.408 1.668 -0.759 0.045 -0.061 -0.128 0.070
H 0.017 -0.042 4.142 -0.030 -0.020 0.070 0.101
H -2.255 0.385 4.993 -0.012 -0.010 0.051 0.108
H -3.688 2.077 3.906 -0.043 0.004 0.022 0.106
H -2.853 3.305 1.920 -0.042 -0.028 0.017 0.106
H -0.610 2.843 1.040 -0.032 -0.007 0.024 0.085
H 2.472 3.713 3.222 0.039 0.104 0.046 0.099
H 3.711 4.348 5.256 0.000 0.033 0.053 0.107
H 4.636 2.597 6.739 0.027 0.011 0.022 0.106
H 4.334 0.211 6.162 0.022 0.007 0.035 0.105
H 3.151 -0.418 4.105 0.068 -0.025 0.041 0.087
N -3.526 -6.408 -6.098 0.007 -0.037 0.018 0.197
C -3.180 -5.661 -5.298 -0.118 -0.182 -0.214 -0.161
C -2.754 -4.697 -4.333 0.139 0.291 0.244 -0.202
C -3.349 -4.635 -3.076 0.102 -0.010 -0.201 0.008
C -2.929 -3.682 -2.165 -0.136 0.211 0.540 -0.055
C -1.941 -2.750 -2.483 0.066 -0.422 0.025 -0.196
C -1.330 -2.856 -3.740 0.242 0.275 0.103 -0.103
C -1.729 -3.807 -4.659 -0.124 -0.054 0.091 0.004
H -4.128 -5.337 -2.816 -0.013 -0.005 0.046 0.135
H -3.379 -3.679 -1.180 -0.010 -0.039 -0.063 0.110
H -0.530 -2.185 -4.023 -0.072 -0.003 -0.096 0.072
H -1.252 -3.863 -5.627 0.007 0.002 -0.008 0.134
```
Forces are in eV/Å.

Calculated values
LUMO level, eV: -6.282
HOMO energy, eV: -11.11
Total energy, eV: -124790.71101
Net charge: +1

=====

Record 3
Here is a molecular structure, C33H32N4PtS from the Open Molecules 2025 dataset. Energies are from ωB97M-V/def2-TZVPD.

Structure (XYZ):
```
71
Properties=species:S:1:pos:R:3:forces:R:3:lowdin_charge:R:1
Pt -0.682 0.930 1.005 -0.242 -0.470 -0.124 1.176
C 3.297 1.357 -0.453 0.006 -0.011 0.026 -0.045
C 4.055 0.794 0.564 0.000 0.014 0.000 -0.038
C 3.445 0.332 1.722 0.024 0.018 0.003 0.009
C 2.067 0.428 1.857 -0.170 0.004 0.069 -0.192
C 1.314 0.972 0.816 0.105 0.241 -0.124 -0.300
C 1.913 1.468 -0.324 0.021 -0.082 -0.050 -0.096
C 1.275 -0.022 3.001 -0.135 -0.030 -0.074 -0.208
C 1.790 -0.380 4.253 0.013 -0.032 -0.036 0.034
C 0.923 -0.725 5.250 -0.009 0.005 0.005 0.049
C -0.467 -0.761 5.008 0.015 -0.050 -0.016 -0.134
C -1.392 -1.160 6.001 -0.011 0.000 0.008 0.000
C -2.725 -1.224 5.717 0.025 0.000 0.005 -0.037
C -3.183 -0.900 4.425 -0.005 0.003 -0.028 -0.035
C -2.317 -0.501 3.443 -0.003 0.067 0.030 -0.029
C -0.938 -0.411 3.723 0.005 -0.121 -0.042 -0.190
N -0.039 -0.029 2.755 0.315 0.379 0.220 -0.043
H 3.781 1.715 -1.352 -0.005 0.000 -0.004 0.119
H 5.128 0.717 0.455 -0.001 -0.008 -0.002 0.122
H 4.044 -0.109 2.508 -0.001 -0.006 -0.007 0.124
H 1.326 1.911 -1.120 0.023 0.004 0.013 0.083
H 2.857 -0.351 4.419 -0.004 -0.015 0.015 0.124
H 1.291 -0.975 6.237 0.007 -0.017 -0.008 0.138
H -1.018 -1.427 6.981 -0.004 0.008 0.002 0.129
H -3.431 -1.537 6.474 -0.003 -0.001 -0.002 0.121
H -4.238 -0.982 4.199 -0.002 0.007 0.011 0.119
H -2.688 -0.278 2.451 -0.002 0.005 -0.008 0.071
C 2.566 6.525 0.605 -0.002 0.001 0.004 -0.058
C 1.089 6.533 0.960 -0.051 0.028 0.008 -0.193
N 0.626 5.216 1.440 0.079 -0.052 0.003 0.036
C 0.036 4.199 0.832 0.073 -0.004 -0.051 -0.649
S -0.416 2.948 1.989 -0.126 -0.022 0.095 0.808
N -0.257 4.089 -0.444 -0.038 0.009 0.038 0.061
C 0.026 5.017 -1.551 0.014 0.001 -0.022 -0.185
C -1.102 6.009 -1.784 -0.004 0.007 0.018 -0.046
H 2.887 7.537 0.358 -0.005 -0.003 -0.010 0.093
H 2.778 5.881 -0.249 0.000 -0.013 0.006 0.071
H 3.167 6.180 1.446 0.000 0.012 0.004 0.086
H 0.464 6.855 0.134 0.002 0.011 0.005 0.092
H 0.899 7.225 1.779 -0.004 -0.006 0.005 0.133
H 0.871 5.026 2.402 0.032 -0.013 -0.009 0.127
H -0.800 3.270 -0.689 -0.010 0.006 -0.002 0.076
H 0.161 4.388 -2.430 0.008 0.018 0.001 0.105
H 0.979 5.504 -1.366 -0.011 -0.007 0.015 0.098
H -1.996 5.499 -2.141 0.010 0.011 0.026 0.061
H -0.803 6.737 -2.539 -0.007 -0.012 -0.015 0.098
H -1.365 6.549 -0.874 0.016 0.022 0.003 0.078
N -2.162 1.081 -0.131 -0.088 0.192 0.144 -0.094
C -2.932 1.370 -1.107 0.221 -0.110 -0.064 -0.276
C -4.328 0.912 -1.042 -0.052 0.028 0.006 -0.182
C -4.990 0.506 -2.203 -0.002 -0.004 0.013 -0.012
C -6.296 0.056 -2.125 0.002 -0.006 -0.004 -0.041
C -6.949 0.027 -0.899 0.004 0.003 0.002 -0.039
C -6.296 0.438 0.257 -0.008 -0.002 -0.009 -0.051
C -4.985 0.871 0.192 -0.001 0.001 -0.010 -0.024
C -2.426 2.084 -2.300 -0.008 0.082 -0.005 -0.198
C -3.220 3.044 -2.930 0.020 -0.040 -0.035 -0.023
C -2.750 3.687 -4.065 0.004 -0.015 -0.012 -0.053
C -1.503 3.362 -4.584 -0.006 -0.002 0.000 -0.049
C -0.715 2.398 -3.966 0.005 -0.022 -0.002 -0.065
C -1.169 1.764 -2.819 -0.045 -0.038 -0.045 -0.047
H -4.478 0.520 -3.156 0.002 0.011 -0.002 0.126
H -6.807 -0.271 -3.020 -0.001 -0.001 0.002 0.119
H -7.975 -0.313 -0.846 0.002 -0.003 0.001 0.119
H -6.818 0.429 1.205 0.001 0.000 -0.001 0.115
H -4.475 1.215 1.082 0.005 -0.007 -0.010 0.106
H -4.200 3.279 -2.535 -0.001 0.000 0.012 0.133
H -3.366 4.429 -4.555 0.005 0.002 -0.001 0.123
H -1.152 3.847 -5.486 -0.002 -0.003 -0.004 0.121
H 0.238 2.119 -4.395 -0.005 0.000 -0.002 0.119
H -0.590 0.966 -2.369 0.008 0.026 0.024 0.109
```
Forces are in eV/Å.

Calculated values
LUMO level (spin up / spin down), eV: -7.870 / -7.870
HOMO energy (spin up / spin down), eV: -14.03 / -14.03
Total energy, eV: -54768.96690
Net charge: +2